Entry 1:
C48H65GeN3O4OsSSeSi3 as an isolated structure. Source: the OMol25 dataset; level of theory: wB97M-V/def2-TZVPD.

Each line ends with the Mulliken spin population.
Geometry (Å):
Os 0.109 0.370 -0.463  1.859
O 0.541 3.593 1.675  0.023
S 0.647 2.123 1.558  0.076
O 0.723 1.464 2.924  0.018
O 1.029 -0.794 1.538  0.029
O -0.769 1.591 0.989  0.145
C 2.451 -0.962 1.479  0.011
Si 2.833 -1.426 -0.315  0.010
C 2.095 -3.164 -0.472  0.009
C 4.702 -1.745 -0.489  0.008
C 2.139 -0.100 -1.407  0.163
Si 3.210 1.433 -1.424  -0.020
C 4.101 1.855 0.196  0.005
C 4.640 1.255 -2.678  0.007
C 2.282 2.988 -1.904  0.049
Si 1.689 -0.707 -3.075  0.046
C 1.337 0.552 -4.430  0.075
C 2.967 -1.870 -3.894  0.007
C 0.169 -1.850 -2.861  -0.023
C -0.365 -2.657 -3.865  -0.002
C -1.480 -3.438 -3.603  -0.001
C -2.024 -3.426 -2.328  -0.016
C -1.431 -2.623 -1.368  -0.009
N -0.376 -1.858 -1.631  0.221
H 2.756 -1.760 2.173  0.002
H 0.844 -0.077 2.213  -0.005
H 2.940 -0.037 1.795  -0.003
H 2.790 -3.854 0.017  0.000
H 1.928 -3.519 -1.489  0.000
H 1.143 -3.206 0.059  -0.002
H 5.038 -2.422 0.302  -0.001
H 5.316 -0.846 -0.447  0.001
H 4.902 -2.235 -1.447  0.000
H 4.599 1.023 0.692  -0.001
H 3.410 2.309 0.905  -0.005
H 4.866 2.599 -0.050  0.000
H 5.242 0.362 -2.494  0.000
H 5.296 2.126 -2.607  0.000
H 4.275 1.203 -3.706  0.003
H 1.810 3.442 -1.032  -0.009
H 1.486 2.761 -2.611  -0.010
H 2.953 3.723 -2.361  -0.001
H 2.262 0.957 -4.847  0.002
H 0.722 1.366 -4.051  -0.014
H 0.785 0.074 -5.244  0.009
H 3.894 -1.323 -4.088  0.002
H 2.594 -2.235 -4.856  0.002
H 3.212 -2.737 -3.278  0.002
H 0.083 -2.651 -4.852  0.003
H -1.919 -4.049 -4.384  0.001
H -2.891 -4.022 -2.071  0.003
H -1.802 -2.590 -0.348  0.007
C -0.866 1.090 -1.860  1.020
Ge -1.767 2.594 -2.478  -0.060
C -0.866 4.331 -2.259  0.101
C -0.306 5.032 -3.327  0.001
C 0.432 6.189 -3.118  -0.002
C 0.631 6.661 -1.828  0.007
C 0.099 5.963 -0.751  0.000
C -0.640 4.809 -0.967  -0.010
C -2.252 2.345 -4.386  -0.062
C -2.798 3.344 -5.189  0.018
C -3.167 3.092 -6.505  0.000
C -3.004 1.822 -7.040  0.004
C -2.471 0.811 -6.251  0.032
C -2.097 1.076 -4.941  0.037
C -3.580 2.864 -1.676  -0.026
C -4.495 1.817 -1.817  0.065
C -5.778 1.898 -1.301  0.026
C -6.175 3.029 -0.597  0.008
C -5.282 4.079 -0.443  0.000
C -4.006 3.999 -0.992  0.012
H -0.429 4.662 -4.339  -0.001
H 0.868 6.713 -3.962  0.000
H 1.223 7.554 -1.658  0.001
H 0.287 6.292 0.264  0.000
H -0.980 4.237 -0.107  0.008
H -2.947 4.340 -4.782  -0.001
H -3.586 3.888 -7.112  0.000
H -3.290 1.622 -8.067  0.000
H -2.342 -0.186 -6.658  0.001
H -1.663 0.295 -4.322  0.069
H -4.186 0.915 -2.339  0.009
H -6.467 1.071 -1.436  0.002
H -7.170 3.085 -0.169  0.000
H -5.576 4.967 0.106  0.000
H -3.330 4.840 -0.871  0.006
C -3.588 -1.562 6.176  0.000
C -2.148 -1.891 6.557  0.000
C -1.159 -0.741 6.342  0.000
C -0.666 -0.555 4.910  0.000
N -1.696 -0.098 3.996  0.000
C -2.221 -0.802 2.964  0.014
Se -1.953 -2.599 2.626  0.000
N -3.022 0.032 2.264  -0.001
C -3.633 -0.235 0.975  0.012
C -4.796 -1.221 1.019  -0.001
C -5.833 -0.925 2.099  0.001
C -6.694 0.302 1.839  -0.001
C -2.988 1.297 2.837  -0.032
C -3.562 2.502 2.452  0.012
C -3.267 3.609 3.227  -0.003
C -2.417 3.524 4.333  0.002
C -1.835 2.326 4.704  0.000
C -2.145 1.212 3.938  0.000
H -4.257 -2.384 6.438  0.000
H -3.691 -1.394 5.106  0.000
H -3.934 -0.665 6.696  0.000
H -1.814 -2.761 5.986  0.000
H -2.121 -2.175 7.614  0.000
H -0.269 -0.908 6.958  0.000
H -1.604 0.193 6.704  0.000
H -0.297 -1.498 4.505  0.000
H 0.138 0.180 4.848  -0.001
H -2.851 -0.555 0.280  0.096
H -3.958 0.737 0.610  -0.038
H -4.396 -2.222 1.186  -0.001
H -5.259 -1.214 0.025  0.001
H -5.312 -0.806 3.054  -0.001
H -6.474 -1.803 2.221  0.000
H -6.093 1.207 1.747  0.001
H -7.407 0.462 2.651  0.000
H -7.262 0.194 0.911  0.000
H -4.160 2.596 1.555  -0.005
H -3.668 4.573 2.939  0.000
H -2.171 4.425 4.881  0.000
H -1.118 2.272 5.511  0.001

Forces on atoms 1 to 6 (eV/Å):
Os 0.4882 -0.4315 0.3826
O -0.1753 -0.0273 0.2517
S -0.2066 0.2881 -0.0765
O 0.0745 -0.0786 0.0245
O -0.2327 0.2550 -0.0033
O 0.2850 -0.0106 -0.0973

Summary:
* molecular weight: 1206.19 Da
* net charge: -2
* HOMO level (spin up / spin down): 0.156 / -2.056 eV
* LUMO energy (spin up / spin down): 4.078 / 4.069 eV
* gap between HOMO and LUMO (spin up / spin down): 0.144 / 0.225 Eh
* electronic energy: -8169.0479 a.u.
* relative energy (zero: lowest compared OMol25 entry of this formula, charge and spin): 0.8873 eV
* spin multiplicity: 5


Entry 2:
A 11-piece molecular cluster, C48H66O6S4 overall in a non-equilibrium geometry. Source: the OMol25 dataset; level of theory: wB97M-V/def2-TZVPD.

Each line ends with the Mulliken charge.
Geometry (Å):
C -1.399 27.157 -2.378  -0.844
S -0.581 25.459 -2.247  0.478
O 0.874 25.628 -1.799  -0.599
C -1.476 24.984 -0.667  -0.931
H -1.239 27.625 -1.407  0.286
H -2.473 26.978 -2.434  0.331
H -1.003 27.622 -3.281  0.302
H -1.463 25.712 0.145  0.312
H -1.133 24.042 -0.240  0.314
H -2.521 24.846 -0.942  0.349
C 4.102 22.315 3.550  -0.862
S 4.969 22.293 5.181  0.468
O 5.116 23.765 5.672  -0.610
C 3.645 21.553 6.302  -0.835
H 3.702 21.330 3.309  0.325
H 4.821 22.535 2.761  0.298
H 3.230 22.969 3.539  0.310
H 2.769 22.201 6.273  0.292
H 4.108 21.468 7.285  0.289
H 3.313 20.629 5.828  0.325
C 6.691 12.185 3.748  -0.943
S 6.084 13.982 3.605  0.506
O 5.557 14.272 4.953  -0.601
C 7.750 14.688 3.470  -0.862
H 7.371 12.296 4.592  0.307
H 7.257 11.816 2.892  0.341
H 5.866 11.527 4.021  0.319
H 7.679 15.601 2.878  0.317
H 8.362 14.034 2.849  0.299
H 8.182 14.854 4.457  0.314
C -2.358 19.742 11.968  -0.865
S -3.070 20.960 10.793  0.474
O -3.050 20.262 9.404  -0.610
C -4.787 20.723 11.380  -0.927
H -1.369 19.403 11.660  0.323
H -3.029 18.899 12.131  0.276
H -2.171 20.216 12.932  0.342
H -5.088 19.676 11.330  0.308
H -5.497 21.190 10.697  0.335
H -4.835 21.098 12.402  0.344
C -0.965 10.592 8.303  -0.175
C -0.724 11.702 9.026  -0.461
C -1.758 12.063 9.917  -0.260
C -2.869 11.246 10.219  -0.385
C -3.024 10.083 9.462  -0.287
C -2.099 9.803 8.435  -0.475
H -0.224 10.394 7.543  0.314
H 0.225 12.215 8.978  0.386
H -1.635 12.948 10.523  0.318
H -3.671 11.464 10.908  0.360
H -3.977 9.581 9.529  0.326
H -2.132 8.945 7.781  0.339
C -6.903 14.895 -7.003  -0.196
C -6.005 15.732 -6.358  -0.462
C -5.497 16.831 -7.067  -0.233
C -5.795 17.036 -8.400  -0.428
C -6.698 16.179 -9.047  -0.287
C -7.297 15.075 -8.332  -0.431
H -7.188 13.958 -6.547  0.311
H -5.694 15.477 -5.356  0.357
H -4.822 17.568 -6.659  0.330
H -5.367 17.844 -8.974  0.360
H -6.934 16.232 -10.100  0.335
H -7.899 14.287 -8.759  0.344
C 5.877 15.480 -3.301  -0.609
C 5.141 14.444 -3.862  0.010
C 3.787 14.399 -4.064  -0.659
C 3.122 15.564 -3.631  -0.116
C 3.781 16.649 -3.082  -0.509
C 5.164 16.584 -2.922  -0.182
H 6.936 15.269 -3.278  0.360
H 5.719 13.584 -4.169  0.283
H 3.335 13.506 -4.472  0.386
H 2.045 15.643 -3.639  0.325
H 3.276 17.572 -2.839  0.379
H 5.617 17.424 -2.417  0.334
C -7.569 24.642 1.535  -0.414
C -7.325 26.001 1.421  -0.278
C -7.933 26.755 0.387  -0.409
C -8.725 26.072 -0.568  -0.241
C -8.965 24.730 -0.409  -0.437
C -8.305 23.982 0.574  -0.230
H -6.990 24.058 2.235  0.335
H -6.537 26.522 1.944  0.325
H -7.659 27.781 0.191  0.342
H -9.160 26.551 -1.433  0.343
H -9.413 24.078 -1.145  0.313
H -8.446 22.917 0.683  0.351
C 0.319 7.793 1.225  -0.348
C 0.159 6.533 1.809  -0.376
C 1.169 5.624 1.772  -0.345
C 2.384 6.024 1.253  -0.251
C 2.601 7.304 0.777  -0.479
C 1.588 8.174 0.689  -0.237
H -0.536 8.420 1.020  0.344
H -0.812 6.154 2.092  0.324
H 0.969 4.613 2.094  0.362
H 3.129 5.242 1.227  0.326
H 3.478 7.587 0.213  0.320
H 1.656 9.044 0.052  0.360
C -8.232 17.076 6.524  -0.407
C -7.981 16.054 7.396  -0.338
C -9.069 15.540 8.124  -0.350
C -10.342 16.015 7.918  -0.340
C -10.572 17.062 7.079  -0.311
C -9.532 17.630 6.419  -0.345
H -7.351 17.518 6.082  0.340
H -6.975 15.696 7.559  0.380
H -8.817 14.741 8.805  0.331
H -11.140 15.509 8.442  0.336
H -11.578 17.441 6.975  0.357
H -9.743 18.518 5.841  0.347
O -3.405 17.864 1.066  -0.606
C -2.729 17.199 1.866  0.508
O -1.884 17.646 2.848  -0.346
C -1.403 16.628 3.700  -0.365
C -1.706 15.346 2.968  -0.455
C -2.716 15.679 1.949  -0.373
H -1.919 16.711 4.656  0.245
H -0.332 16.650 3.899  0.298
H -1.943 14.418 3.489  0.376
H -0.803 15.075 2.421  0.205
H -3.725 15.289 2.082  0.280
H -2.487 15.370 0.929  0.232

Forces on atoms 1 to 6 (eV/Å):
C 0.2310 -1.5924 0.6025
S 1.1684 0.5823 2.3460
O -1.9804 0.0789 -0.9733
C -0.5856 -0.0205 -0.6222
H 0.4756 0.4371 -0.3949
H -0.0082 -0.0764 -0.3909

Summary:
* molecular weight: 867.32 Da
* HOMO level: -8.704 eV
* LUMO energy: 0.176 eV
* gap between HOMO and LUMO: 0.326 Eh
* electronic energy: -3912.5054 a.u.
* relative energy (zero: lowest compared OMol25 entry of this formula, charge and spin): 4.9564 eV


Entry 3:
C48H67N6O7PtS3Se as an isolated structure in a non-equilibrium geometry. Source: the OMol25 dataset; level of theory: wB97M-V/def2-TZVPD.

Each line ends with the Mulliken charge.
Geometry (Å):
Pt -0.721 -0.715 0.004  1.699
C -3.679 5.968 -0.780  -2.002
C -2.450 6.000 0.127  1.927
C -2.893 6.401 1.541  -1.662
C -1.467 7.046 -0.418  -1.581
C -1.760 4.642 0.189  -0.304
C -2.247 3.509 -0.438  -0.407
C -1.539 2.326 -0.301  -0.472
Se -2.075 0.825 -1.313  0.014
C -0.758 0.977 -2.689  1.011
C -0.921 1.919 -3.698  -0.420
C 0.098 2.088 -4.612  -0.517
C 1.254 1.309 -4.440  0.020
C 1.438 0.369 -3.440  -0.927
C 0.350 0.160 -2.559  0.449
O 0.406 -0.805 -1.634  -1.280
C 2.758 -0.381 -3.248  2.699
C 3.818 0.075 -4.253  -2.442
C 3.296 -0.095 -1.835  -1.458
C 2.551 -1.892 -3.437  -1.703
C 0.027 3.092 -5.760  1.791
C -1.319 3.815 -5.799  -2.064
C 1.137 4.138 -5.587  -1.555
C 0.222 2.355 -7.092  -1.612
C -0.373 2.156 0.444  0.330
O 0.260 0.960 0.502  -0.043
C 0.145 3.307 1.076  0.213
C -0.577 4.486 0.913  -0.528
C 1.419 3.396 1.930  2.046
C 2.272 2.128 1.886  -2.997
C 1.026 3.675 3.387  -1.682
C 2.302 4.550 1.422  -2.055
H -4.143 6.954 -0.797  0.439
H -4.430 5.261 -0.422  0.372
H -3.415 5.709 -1.808  0.321
H -3.394 7.371 1.517  0.471
H -2.043 6.479 2.221  0.317
H -3.589 5.668 1.953  0.348
H -1.971 8.008 -0.533  0.468
H -1.079 6.745 -1.393  0.305
H -0.620 7.195 0.253  0.325
H -3.151 3.529 -1.031  0.659
H -1.821 2.519 -3.736  0.502
H 2.067 1.468 -5.134  0.540
H 4.026 1.144 -4.170  0.429
H 3.526 -0.147 -5.281  0.469
H 4.747 -0.460 -4.053  0.441
H 3.453 0.978 -1.695  0.379
H 4.255 -0.603 -1.696  0.591
H 2.605 -0.451 -1.071  -0.075
H 2.159 -2.102 -4.434  0.379
H 1.860 -2.297 -2.700  0.111
H 3.507 -2.409 -3.333  0.483
H -1.486 4.408 -4.897  0.352
H -2.149 3.115 -5.917  0.381
H -1.340 4.497 -6.649  0.435
H 1.029 4.667 -4.638  0.315
H 1.090 4.872 -6.394  0.464
H 2.128 3.682 -5.610  0.315
H -0.537 1.580 -7.222  0.345
H 1.202 1.882 -7.154  0.315
H 0.139 3.057 -7.923  0.469
H -0.189 5.362 1.416  0.266
H 1.782 1.305 2.408  0.930
H 3.228 2.321 2.376  0.952
H 2.466 1.826 0.854  0.344
H 0.423 2.861 3.792  0.071
H 0.453 4.600 3.472  0.425
H 1.925 3.778 3.999  0.450
H 2.498 4.457 0.352  0.379
H 3.259 4.530 1.948  0.501
H 1.860 5.530 1.602  0.463
C -2.483 -9.008 2.912  -1.415
C -2.385 -7.784 2.009  -0.126
S -3.610 -7.914 0.718  1.244
O -4.908 -7.740 1.317  -0.647
O -3.308 -9.074 -0.070  -0.682
C -3.320 -6.479 -0.323  -0.623
C -4.135 -5.275 0.139  -1.199
N -3.541 -4.015 -0.336  0.159
C -2.481 -3.399 0.227  0.383
N -2.153 -2.303 -0.469  -0.280
C -3.050 -2.211 -1.499  -0.743
C -3.890 -3.265 -1.435  -0.342
N -4.962 -3.537 -2.359  1.101
O -5.184 -2.669 -3.171  -0.613
O -5.540 -4.601 -2.271  -0.631
C -1.891 -3.873 1.503  0.230
H -1.765 -8.924 3.725  0.400
H -2.270 -9.915 2.349  0.373
H -3.482 -9.092 3.337  0.377
H -1.413 -7.715 1.519  0.395
H -2.602 -6.864 2.556  0.129
H -3.610 -6.804 -1.323  0.391
H -2.246 -6.282 -0.321  0.453
H -4.220 -5.229 1.222  0.548
H -5.140 -5.337 -0.256  0.411
H -3.047 -1.455 -2.260  1.017
H -2.652 -4.354 2.114  0.362
H -1.515 -3.007 2.037  -0.851
H -1.075 -4.575 1.325  0.262
S -1.330 0.782 4.172  -0.375
C -1.470 -0.035 2.815  0.611
N -1.585 -0.669 1.818  -0.510
C -1.563 -3.247 5.106  -0.764
C -0.200 -3.920 5.170  -0.679
C 0.979 -3.095 4.658  -0.564
N 0.968 -3.091 3.180  -0.026
C 1.329 -2.204 2.290  0.076
S 0.871 -2.452 0.614  -0.542
N 2.158 -1.159 2.555  0.961
C 3.383 -1.292 3.274  0.336
O 3.535 -2.185 4.064  -0.639
C 4.455 -0.329 2.916  0.601
C 4.388 0.547 1.835  0.563
C 5.464 1.368 1.539  -0.494
C 6.613 1.312 2.313  -0.571
C 6.690 0.431 3.385  -0.609
C 5.619 -0.390 3.684  -0.678
H -2.347 -3.940 5.411  0.350
H -1.799 -2.890 4.104  -0.038
H -1.600 -2.386 5.769  0.334
H -0.218 -4.868 4.618  0.298
H 0.027 -4.186 6.203  0.406
H 1.910 -3.535 4.998  0.319
H 0.950 -2.057 4.991  0.433
H 0.546 -3.913 2.770  0.407
H 2.148 -0.466 1.817  -0.776
H 3.518 0.603 1.195  -0.261
H 5.404 2.046 0.698  0.484
H 7.453 1.951 2.077  0.429
H 7.589 0.383 3.984  0.413
H 5.663 -1.084 4.511  0.490

Forces on atoms 1 to 6 (eV/Å):
Pt -0.7620 0.0403 -0.5596
C -0.0052 0.0052 0.0050
C 0.0205 0.0019 0.0285
C -0.0173 0.0101 -0.0198
C -0.0221 -0.0029 -0.0181
C 0.0231 -0.0408 0.0091

Summary:
* molecular weight: 1210.34 Da
* net charge: +1
* HOMO level: -10.467 eV
* LUMO energy: -4.442 eV
* gap between HOMO and LUMO: 0.221 Eh
* electronic energy: -6439.5128 a.u.